(1)
ORCA calculation (ωB97M-V/def2-TZVPD) on a structure of composition C12H7Cl5NNiSe2Te2.

Calculated values
Calculated total energy in Ha: -9664.54852
E_HOMO (spin up / spin down) in eV: -3.45 / -3.49
Frontier orbital gap (spin up / spin down) in eV: 5.747 / 5.780
Energy relative to the best compared isomer or geometry (same formula, charge and spin) in kJ/mol: 21.3
⟨S²⟩: 2.01

Geometry as ORCA input:
```
! wB97M-V def2-TZVPD RIJCOSX def2/J DEFGRID3
* xyz -1 3
Ni 1.0454 0.6069 1.8470
Se 0.9396 1.2001 4.3083
Te 2.1866 -0.8288 4.9932
Te 4.5288 -0.1961 3.7081
Se 3.5177 0.8194 1.6452
Cl 0.0320 -3.1129 2.1265
C -1.1434 -1.8275 2.0167
C -0.6860 -0.5291 1.9023
C -1.6743 0.4181 1.7481
Cl -1.0434 2.0697 1.5517
C -3.0361 0.1856 1.7228
Cl -4.1745 1.4636 1.5176
C -3.4529 -1.1391 1.8644
Cl -5.1370 -1.5143 1.8455
C -2.5007 -2.1495 2.0063
Cl -3.0253 -3.7907 2.1483
C 0.9067 0.6502 -4.6478
C 0.9606 0.6113 -3.1478
C 1.6299 1.5837 -2.4163
C 1.6488 1.5073 -1.0352
N 1.0385 0.5373 -0.3559
C 0.3948 -0.4000 -1.0494
C 0.3361 -0.4020 -2.4315
H 1.6141 1.3741 -5.0501
H -0.0922 0.9286 -4.9890
H 1.1362 -0.3280 -5.0712
H 2.1445 2.3959 -2.9130
H 2.1803 2.2423 -0.4411
H -0.0772 -1.1800 -0.4658
H -0.1974 -1.1963 -2.9380
*
```

---

(2)
ORCA calculation (ωB97M-V/def2-TZVPD) on a cluster of 2 separate species, C2H3FNP in total in a non-equilibrium geometry.

Calculated values
Calculated total energy in Ha: -573.87158
E_HOMO in eV: -8.28
Frontier orbital gap in eV: 7.638
Energy relative to the best compared isomer or geometry (same formula, charge and spin) in kJ/mol: 161.2

Geometry as ORCA input:
```
! wB97M-V def2-TZVPD RIJCOSX def2/J DEFGRID3
* xyz 0 1
H 2.3785 -0.7780 1.6553
N 2.5239 -0.7257 0.6326
C 1.5411 -0.6838 -0.1020
C 0.7785 -0.6765 -1.2068
P -0.3745 -0.4517 -0.0035
H 0.9053 -0.5465 -2.3329
F -2.4797 -0.5934 3.0068
H -1.7900 -0.9379 3.4888
*
```

---

(3)
ORCA calculation (ωB97M-V/def2-TZVPD) on the molecule C6H12O in a non-equilibrium geometry.

Calculated values
Calculated total energy in Ha: -310.96815
E_HOMO in eV: -8.91
Frontier orbital gap in eV: 9.739
Energy relative to the best compared isomer or geometry (same formula, charge and spin) in kJ/mol: 239.2

Geometry as ORCA input:
```
! wB97M-V def2-TZVPD RIJCOSX def2/J DEFGRID3
* xyz 0 1
C -0.8124 0.7490 1.7715
C -0.1186 1.1623 0.6496
C 1.0737 2.0828 0.8739
C -0.3579 0.6064 -0.8386
C 0.5567 -0.6885 -0.9596
C -0.0870 -2.1978 -0.7787
O -1.4766 -2.1714 -0.4579
H -1.7817 0.2526 1.7685
H -0.4891 1.3286 2.7030
H 1.3234 2.2241 1.9027
H 0.7205 2.9760 0.3699
H 2.0272 1.7761 0.3068
H -0.1916 1.4312 -1.5896
H -1.4465 0.2021 -0.8116
H 1.4134 -0.5034 -0.2778
H 1.0513 -0.7881 -1.9764
H 0.0741 -2.8279 -1.6918
H 0.4965 -2.7149 -0.0667
H -1.9756 -2.8993 -0.8971
*
```

---

(4)
ORCA calculation (ωB97M-V/def2-TZVPD) on a structure of composition C55H51AlF5N4OSe in a non-equilibrium geometry.

Calculated values
Calculated total energy in Ha: -5563.96610
E_HOMO in eV: -3.85
Frontier orbital gap in eV: 4.852
Energy relative to the best compared isomer or geometry (same formula, charge and spin) in kJ/mol: 131.2

Geometry as ORCA input:
```
! wB97M-V def2-TZVPD RIJCOSX def2/J DEFGRID3
* xyz -1 1
Al -0.1218 -0.0358 -0.2829
C 0.1938 -1.0666 2.5643
N 0.0904 -1.2688 1.1515
C -0.4342 -2.4338 0.7173
C -0.7676 -2.5486 -0.6498
C -1.4117 -3.5946 -1.3683
C -1.3842 -3.1996 -2.6923
C -0.8058 -1.9777 -2.7776
N -0.5007 -1.4713 -1.5388
C 1.2993 -1.9869 3.1841
C 2.0742 -2.9114 2.4114
C 2.9266 -3.8032 3.0833
C 3.0702 -3.8238 4.4278
C 2.3165 -2.9740 5.1869
C 1.4578 -2.0683 4.6046
H -0.7562 -1.2758 3.0833
H 0.5514 -0.0548 2.7272
H -0.4614 -3.3543 1.4155
H -1.5634 -4.5320 -0.9083
H -1.7944 -3.7013 -3.5539
H -0.5793 -1.4011 -3.7115
H 1.9457 -3.0884 1.3745
H 3.4276 -4.4998 2.4341
H 3.7155 -4.4976 4.9519
H 2.2889 -3.0332 6.2786
H 0.9068 -1.4256 5.2195
C 1.8443 1.1971 -4.3903
C 1.4217 2.1687 -3.2860
C 0.9830 3.5158 -3.8847
C 2.4864 2.2882 -2.2263
C 3.8134 2.3692 -2.6713
C 4.9041 2.4287 -1.7505
C 4.6233 2.4496 -0.4333
C 3.2790 2.2810 0.0860
C 3.1467 2.3630 1.6178
C 1.8751 2.7094 2.3078
C 3.6263 1.0014 2.1466
C 2.2026 2.0938 -0.8114
N 0.8805 1.6956 -0.3818
C -0.1006 2.6444 -0.3469
C -1.4920 2.2743 -0.1509
N -1.8844 0.9781 -0.1078
C -3.2543 0.6294 -0.3368
C -4.0418 0.3357 0.8096
C -5.2412 -0.3479 0.5202
C -5.6570 -0.5937 -0.7864
C -4.9327 -0.0864 -1.8777
C -3.7017 0.4609 -1.7439
C -2.7933 0.7654 -2.8946
C -2.8031 2.2795 -3.1962
C -3.2203 0.0764 -4.2375
C -3.7334 0.8134 2.2378
C -4.8361 1.7527 2.7698
C -3.6843 -0.4138 3.1555
C -2.2405 3.4964 -0.0290
C -3.5936 3.8075 -0.0360
C -3.9824 5.1801 0.0056
C -3.0935 6.2282 -0.0465
C -1.6696 5.9409 -0.0661
C -0.5649 6.8142 -0.2664
C 0.7564 6.3387 -0.4132
C 1.0589 4.9937 -0.3000
C -0.0084 4.0624 -0.2693
C -1.2774 4.5461 -0.0840
H 0.9661 0.7494 -4.9946
H 2.4303 0.3752 -4.0479
H 2.4763 1.6174 -5.1835
H 0.5387 1.6855 -2.8359
H 1.7562 3.8443 -4.5049
H 0.7365 4.2776 -3.1363
H 0.0973 3.3027 -4.5083
H 3.9885 2.2068 -3.7121
H 5.9082 2.6203 -2.0796
H 5.3591 2.7187 0.2941
H 3.8329 3.1346 1.9510
H 1.0220 2.0799 2.0984
H 1.4866 3.6829 2.0391
H 2.0482 2.6661 3.3749
H 2.9080 0.1249 1.9765
H 3.8038 0.9428 3.2253
H 4.5312 0.7238 1.6099
H -5.9097 -0.6815 1.2851
H -6.6497 -1.0024 -1.0426
H -5.4729 -0.0834 -2.8293
H -1.7639 0.5392 -2.6796
H -3.8649 2.6611 -3.4114
H -2.2580 2.5519 -4.0906
H -2.4753 3.0191 -2.4072
H -4.1859 0.3915 -4.6718
H -3.2663 -0.9824 -4.0707
H -2.4513 0.3794 -4.9425
H -2.7788 1.3640 2.1754
H -5.7741 1.2717 2.4787
H -4.7712 2.7304 2.2928
H -4.6602 1.9095 3.8606
H -4.6715 -0.9121 3.1433
H -3.5601 -0.1834 4.2456
H -2.9574 -1.1263 2.8256
H -4.4503 3.1058 -0.0007
H -5.0830 5.4626 -0.0510
H -3.4696 7.2467 0.0234
H -0.8208 7.8687 -0.3661
H 1.6291 6.9811 -0.4784
H 2.0895 4.7176 -0.5037
F 3.1950 -11.5810 1.7326
C 3.3502 -10.2896 1.4887
C 4.5479 -9.8382 0.8940
F 5.4557 -10.8281 0.7056
C 4.6796 -8.5415 0.4953
F 5.8112 -8.2722 -0.2316
C 3.6569 -7.5604 0.6735
Se 3.7660 -5.8656 -0.0799
C 2.5704 -8.0038 1.5470
F 1.5183 -7.2279 1.9368
C 2.4463 -9.3334 1.9566
F 1.3860 -9.6752 2.7307
O 3.7810 -1.1110 -0.9095
C 2.7427 -1.3638 -1.2554
*
```

---

(5)
ORCA calculation (ωB97M-V/def2-TZVPD) on a structure of composition C11H11N6PtS5Sb in a non-equilibrium geometry.

Calculated values
Calculated total energy in Ha: -3104.89081
E_HOMO (spin up / spin down) in eV: -3.60 / -4.35
Frontier orbital gap (spin up / spin down) in eV: 5.633 / 5.110
⟨S²⟩: 3.78

Geometry as ORCA input:
```
! wB97M-V def2-TZVPD RIJCOSX def2/J DEFGRID3
* xyz -1 4
Pt 0.2050 0.3060 -0.0492
S -1.4717 -2.4930 3.2431
Sb 0.5762 -1.9705 2.2622
S 0.0008 -2.0810 -0.1288
S 0.5398 0.4750 2.4260
C 1.5764 5.7601 -2.5988
C 2.0348 5.0183 -1.3389
C 0.9106 4.2535 -0.7263
N 0.5170 3.0959 -1.0878
N -0.5040 2.5713 -0.3496
C -0.9146 3.3848 0.5844
N -1.9733 3.1629 1.4034
S -0.0249 4.8888 0.6293
H 2.4167 6.2822 -3.0567
H 0.7984 6.4868 -2.3618
H 1.1767 5.0476 -3.3187
H 2.4293 5.7253 -0.6076
H 2.8230 4.3070 -1.5891
H -2.1960 2.1912 1.5528
H -2.0257 3.7405 2.2242
S 2.4480 0.6132 -0.9866
C 3.0052 -0.4898 0.1258
N 3.4489 -1.2573 0.8774
N -5.5782 -0.6677 -2.8595
C -4.9503 -0.5884 -1.8994
C -4.1926 -0.4626 -0.6991
C -4.7976 -0.6063 0.5552
C -4.0219 -0.4458 1.6818
C -2.6909 -0.0742 1.5328
N -2.1201 0.0804 0.3385
C -2.8363 -0.1569 -0.7522
H -5.8529 -0.8331 0.6217
H -4.4254 -0.5925 2.6731
H -2.0526 0.1035 2.3934
H -2.3158 -0.0860 -1.6997
*
```

---

(6)
ORCA calculation (ωB97M-V/def2-TZVPD) on the molecule C3H4N2OS2 in a non-equilibrium geometry.

Calculated values
Calculated total energy in Ha: -1097.81616
E_HOMO in eV: -8.22
Frontier orbital gap in eV: 8.639
Energy relative to the best compared isomer or geometry (same formula, charge and spin) in kJ/mol: 100.8

Geometry as ORCA input:
```
! wB97M-V def2-TZVPD RIJCOSX def2/J DEFGRID3
* xyz 0 1
H 1.7013 -2.5578 -0.7251
N 1.0057 -2.1138 -1.3541
C 0.5100 -1.1614 -0.6872
N 0.6204 -0.6613 0.5858
C -0.1776 0.4848 0.7307
S -0.0820 1.4828 2.1293
C -0.7498 0.6750 -0.4775
S -1.7993 1.9313 -1.0620
O -0.3995 -0.3086 -1.3153
H 1.2827 -0.9161 1.2722
H -0.8695 0.8030 2.9759
H -1.0423 2.3420 -2.0726
*
```